1.
{
  "formula": "C19H39Al2BBrF5MgNO16P2",
  "method": "the ωB97M-V functional and the def2-TZVPD basis",
  "total_charge": -1,
  "total_energy_ha": -6471.7852,
  "lumo_energy_ev": -3.4,
  "gap_ev": 0.9,
  "e_homo_ev": -4.3,
  "symbols": ["C", "C", "B", "O", "C", "C", "C", "O", "N", "C", "O", "F", "O", "H", "H", "H", "H", "H", "H", "H", "H", "Al", "O", "C", "O", "C", "C", "C", "H", "H", "H", "H", "H", "H", "O", "P", "O", "C", "C", "O", "C", "C", "O", "C", "C", "H", "H", "H", "H", "H", "H", "H", "H", "H", "H", "H", "H", "H", "H", "H", "O", "P", "O", "O", "O", "Mg", "C", "C", "C", "O", "H", "H", "H", "H", "H", "H", "H", "H", "O", "H", "H", "Br", "F", "Al", "F", "F", "F"],
  "xyz": [[6.87695, 4.25370, 0.01829], [6.37967, 5.39049, -0.65017], [4.77743, 5.42257, -0.91719], [4.10173, 6.72296, -1.20315], [2.75012, 6.38216, -1.13272], [2.68710, 4.86864, -0.48008], [1.40965, 4.73224, 0.35610], [1.31758, 4.81366, 1.51288], [0.13123, 4.43001, -0.45544], [0.08858, 2.96834, -0.52673], [0.81875, 2.28068, -1.08252], [-0.93440, 2.40004, 0.20128], [3.91488, 4.85058, 0.16417], [7.42297, 3.44296, -0.50990], [6.66825, 4.20688, 1.10904], [7.07172, 6.21714, -0.93753], [4.63307, 4.69801, -1.89272], [2.14132, 6.95306, -0.38251], [2.20605, 6.27134, -2.10823], [2.72316, 4.02770, -1.21728], [0.36191, 4.75205, -1.41485], [-2.00767, 4.40498, -0.97737], [0.05088, 9.02031, -3.82911], [1.17241, 9.39580, -3.61804], [1.86697, 9.08302, -2.50083], [3.12937, 9.77269, -2.50386], [3.39664, 10.10196, -3.95825], [1.99254, 10.30295, -4.50718], [3.03734, 10.66854, -1.88369], [3.89825, 9.12718, -2.07999], [4.05025, 10.96357, -4.09120], [3.86376, 9.24655, -4.45172], [1.64685, 11.33088, -4.38086], [1.91787, 9.99989, -5.54928], [1.66305, -2.94114, -1.21275], [0.21382, -2.51344, -1.24210], [-0.14482, -2.73236, 0.35248], [0.28686, -1.69672, 1.23562], [-0.43507, -0.38300, 0.97624], [-0.31622, -3.88879, -1.98569], [0.59455, -4.86208, -2.51743], [1.09342, -5.83628, -1.46253], [-1.28864, -1.78184, -1.51485], [-2.46267, -2.56947, -1.77282], [-2.83016, -3.61895, -0.73371], [1.36800, -1.56139, 1.13467], [0.08728, -2.03385, 2.25181], [-0.20439, 0.00959, -0.01625], [-0.13827, 0.37266, 1.70795], [-1.51764, -0.52146, 1.02821], [1.42441, -4.36847, -3.02586], [0.05605, -5.41600, -3.29173], [1.44191, -5.35082, -0.55268], [1.90896, -6.44546, -1.85016], [0.27554, -6.49844, -1.15919], [-2.36235, -3.02169, -2.76116], [-3.29613, -1.86396, -1.84390], [-2.03572, -4.32057, -0.48694], [-3.67816, -4.21298, -1.08711], [-3.11523, -3.13926, 0.19814], [-3.47138, -3.83872, 2.15310], [-2.37986, -4.52298, 3.01840], [-3.02338, -4.97960, 4.34367], [-1.26376, -3.53408, 3.30136], [-1.82076, -5.72532, 2.27834], [-4.59598, -2.72800, 3.35655], [-5.39402, -8.80381, 3.23099], [-6.29637, -7.63039, 3.58684], [-6.28129, -6.56062, 2.49614], [-5.86395, -7.04183, 4.79268], [-4.36275, -8.46505, 3.10653], [-5.39313, -9.54394, 4.03398], [-5.71542, -9.28936, 2.31192], [-7.38907, -8.02394, 3.76765], [-5.26618, -6.16821, 2.37609], [-6.92216, -5.71971, 2.78287], [-6.61936, -6.94132, 1.54003], [-4.95204, -6.70845, 4.65677], [-2.60627, 5.36644, 2.67039], [-2.33283, 5.66180, 3.54638], [-1.77603, 5.13642, 2.23699], [-8.24474, -8.45108, 2.49571], [4.44630, -5.12677, 1.13339], [3.96288, -6.75719, 1.48656], [2.90175, -6.76386, 2.86053], [5.37075, -7.71725, 1.83850], [3.13748, -7.43054, 0.11003]],
  "forces_ev_per_a": [[-0.1, 1.1, -0.5], [0.0, -0.3, 1.8], [0.9, 0.6, 1.1], [-1.7, 0.0, 0.0], [-1.2, -1.3, 0.2], [1.0, 0.3, -0.7], [2.8, 0.5, -0.1], [-0.9, 0.0, 1.6], [-1.2, -1.0, -1.1], [-0.2, 0.3, 1.0], [1.4, -1.3, -1.4], [0.0, 1.6, -0.1], [-1.2, -0.5, 0.7], [1.2, 1.2, 1.0], [-1.4, -1.4, -1.1], [-0.3, -1.4, -1.9], [0.2, -0.1, -0.4], [0.7, 0.4, -0.9], [0.5, 0.7, 0.4], [-0.6, 0.7, 0.0], [0.4, -0.3, 0.3], [-0.7, 0.5, 0.3], [0.1, -0.2, 0.3], [-0.4, 0.2, -0.1], [-0.3, 0.0, -0.3], [0.6, 0.0, 0.2], [0.2, 0.1, -0.3], [0.5, -0.2, 0.0], [-0.1, 0.0, 0.0], [-0.3, -0.2, 0.1], [0.0, 0.0, 0.1], [0.0, 0.0, 0.1], [-0.1, -0.1, -0.1], [-0.3, 0.1, 0.0], [0.3, 4.2, -1.2], [-2.3, -7.4, 2.2], [0.0, 0.9, -0.4], [0.2, 0.1, 0.3], [0.0, 0.0, 0.0], [-0.3, 1.0, -0.4], [0.5, -0.4, 0.1], [-0.5, 0.0, 0.1], [2.1, 1.5, -0.5], [-0.3, -0.8, -0.7], [0.1, 0.3, 0.2], [0.0, 0.0, 0.0], [0.0, -0.2, -0.2], [0.0, 0.0, 0.0], [0.1, -0.1, 0.1], [0.0, 0.0, 0.0], [0.0, 0.1, 0.2], [-0.3, 0.2, 0.1], [0.2, 0.1, -0.2], [0.0, 0.0, 0.1], [0.1, 0.0, 0.0], [0.1, 0.0, 0.1], [0.3, 0.3, 0.1], [0.0, 0.1, -0.2], [0.0, 0.2, -0.1], [0.0, 0.0, -0.1], [-2.6, 1.8, 0.5], [1.9, -0.9, 0.6], [-1.1, 0.6, -0.1], [-0.4, 0.0, 0.2], [-0.3, 0.2, 0.1], [1.8, -2.0, -0.8], [-0.2, -0.5, 0.2], [4.8, 2.1, -0.2], [0.3, 0.5, 0.1], [-0.6, -0.3, 0.1], [-0.1, 0.2, 0.0], [-0.1, 0.0, 0.0], [0.1, 0.0, 0.0], [0.1, 0.1, 1.3], [0.1, -0.1, 0.2], [-0.1, -0.1, 0.0], [0.3, 0.2, -0.1], [0.0, 0.1, 0.0], [0.1, -0.1, -0.2], [-0.1, 0.0, 0.0], [0.1, 0.0, 0.3], [-4.0, -1.9, -1.7], [-0.3, -1.0, 0.2], [0.0, 0.1, 0.1], [0.7, 0.0, -0.8], [-0.8, 0.5, -0.2], [0.5, 0.3, 0.8]]
}

=====

2.
{
  "formula": "C5H10O2",
  "method": "the ωB97M-V functional and the def2-TZVPD basis",
  "total_energy_ha": -346.8209,
  "lumo_energy_ev": 0.8,
  "gap_ev": 9.6,
  "e_homo_ev": -8.8,
  "symbols": ["O", "C", "C", "C", "C", "O", "C", "H", "H", "H", "H", "H", "H", "H", "H", "H", "H"],
  "xyz": [[2.16237, 0.45166, 0.81218], [1.67057, -0.59262, -0.01730], [0.22735, -0.85443, 0.30751], [-0.50111, 1.18777, 0.29745], [-1.86480, 0.85860, -0.05524], [-2.05498, 0.15495, -1.10901], [-0.63681, -1.37531, -0.63309], [3.11804, 0.50385, 0.68989], [1.76699, -0.33209, -1.08515], [2.25023, -1.51121, 0.15310], [0.01512, -1.03231, 1.35979], [-0.26695, 1.65107, 1.25504], [0.18736, 1.39271, -0.51416], [-1.64321, 2.04122, -0.23287], [-2.57696, 0.84950, 0.78920], [-0.34826, -1.44518, -1.67629], [-1.50496, -1.94818, -0.34107]],
  "forces_ev_per_a": [[0.3, 0.1, 0.0], [-0.1, -0.3, -0.3], [-0.2, 0.0, -0.1], [0.2, -0.5, 0.1], [0.1, 0.3, 0.0], [0.1, 0.0, 0.2], [0.1, 0.1, 0.1], [-0.2, 0.0, 0.1], [0.0, 0.0, 0.2], [0.0, 0.1, 0.0], [0.1, 0.0, -0.1], [-0.1, -0.1, -0.1], [-0.1, 0.1, 0.0], [-0.3, 0.3, -0.1], [0.1, -0.1, -0.1], [0.0, 0.0, 0.1], [0.1, 0.0, 0.0]]
}

=====

3.
{
  "formula": "C38H32F9N4PS2Ti",
  "method": "the ωB97M-V functional and the def2-TZVPD basis",
  "total_charge": 1,
  "total_energy_ha": -4572.1998,
  "lumo_energy_ev": [-4.1, -4.1],
  "gap_ev": [6.8, 7.4],
  "e_homo_ev": [-10.9, -11.5],
  "spin_multiplicity": 2,
  "symbols": ["Ti", "C", "S", "C", "S", "N", "N", "C", "C", "C", "C", "C", "C", "N", "H", "H", "H", "H", "H", "H", "H", "H", "F", "C", "F", "F", "C", "C", "C", "C", "C", "C", "P", "C", "C", "C", "C", "C", "C", "C", "F", "F", "F", "C", "C", "C", "C", "C", "C", "C", "F", "F", "F", "H", "H", "H", "H", "H", "H", "H", "H", "H", "H", "H", "H", "C", "N", "C", "C", "C", "C", "C", "C", "C", "C", "H", "H", "H", "H", "H", "H", "H", "H", "H", "H", "H", "H"],
  "xyz": [[1.36668, -0.65915, 0.23703], [5.02506, 3.63027, -1.10270], [4.22106, 2.42506, -2.16512], [3.18492, 1.59060, -1.06247], [2.18355, 0.36214, -1.80588], [3.19455, 1.93693, 0.20020], [2.28394, 1.15933, 0.89523], [2.07677, 1.45591, 2.11510], [1.12242, 0.59722, 2.85759], [0.84346, 0.80380, 4.19343], [-0.07549, -0.02712, 4.81838], [-0.67392, -1.03681, 4.08618], [-0.33040, -1.19648, 2.75536], [0.55433, -0.39413, 2.14653], [5.52423, 4.33237, -1.76812], [5.75985, 3.16122, -0.45312], [4.28831, 4.15467, -0.50090], [2.58676, 2.28887, 2.59259], [1.33619, 1.60661, 4.72551], [-0.31312, 0.11421, 5.86435], [-1.39626, -1.70643, 4.53142], [-0.74265, -1.98644, 2.14507], [-7.03428, -1.24001, 1.74392], [-6.39134, -2.04369, 0.87905], [-7.17449, -2.17534, -0.20449], [-6.27880, -3.25145, 1.45101], [-5.04811, -1.46832, 0.50695], [-4.99429, -0.15405, 0.04445], [-3.78522, 0.39710, -0.32526], [-2.61431, -0.36049, -0.22446], [-2.68104, -1.67141, 0.22626], [-3.90211, -2.23240, 0.59485], [-1.00491, 0.28517, -0.75170], [-1.29559, 0.58072, -2.53139], [-1.08578, 1.76784, -3.22929], [-1.30977, 1.82727, -4.59451], [-1.74166, 0.70286, -5.28213], [-1.97438, -0.47834, -4.60176], [-1.75831, -0.53175, -3.23347], [-1.92464, 0.79422, -6.77548], [-2.68241, 1.85674, -7.10352], [-0.74170, 0.94153, -7.39871], [-2.51570, -0.30068, -7.27631], [-0.85084, 1.89439, 0.11929], [0.01527, 2.90786, -0.30360], [0.24937, 4.01498, 0.49153], [-0.36493, 4.12395, 1.73191], [-1.22535, 3.13138, 2.16807], [-1.46317, 2.02425, 1.36576], [-0.06294, 5.32343, 2.58969], [-0.61804, 5.22205, 3.80788], [-0.51015, 6.45575, 2.02856], [1.26804, 5.46379, 2.76376], [-5.90266, 0.43040, -0.02709], [-3.74597, 1.41569, -0.69249], [-1.78421, -2.27911, 0.25834], [-3.95270, -3.25644, 0.93795], [-0.77394, 2.66889, -2.72963], [-1.15043, 2.75751, -5.12430], [-2.33608, -1.35003, -5.12914], [-1.97653, -1.45683, -2.71285], [0.57777, 2.80794, -1.21951], [0.93300, 4.78384, 0.15378], [-1.70707, 3.21463, 3.13295], [-2.13490, 1.25507, 1.72716], [4.14358, -1.06159, 1.97063], [3.29382, -1.68635, 0.94075], [4.17318, -2.00955, -0.21556], [2.74456, -2.96171, 1.48169], [1.74403, -3.55143, 0.51373], [1.57977, -4.93021, 0.43636], [0.70046, -5.46736, -0.49254], [0.00913, -4.62919, -1.36059], [0.18734, -3.25618, -1.27388], [1.04469, -2.67345, -0.33223], [4.55738, -0.13055, 1.58831], [4.96157, -1.73679, 2.23737], [3.55374, -0.86267, 2.86579], [4.62108, -1.09044, -0.58722], [3.59470, -2.47079, -1.00935], [4.96062, -2.69127, 0.11988], [2.27940, -2.73695, 2.44699], [3.56242, -3.66638, 1.66955], [2.14566, -5.58999, 1.08550], [0.57152, -6.54011, -0.55915], [-0.65299, -5.04952, -2.10711], [-0.34060, -2.61915, -1.97658]],
  "forces_ev_per_a": [[-0.2, -0.6, -1.9], [0.1, 0.1, 0.1], [-0.1, -0.1, -0.1], [0.2, 0.1, 0.0], [0.2, 0.3, 0.2], [-0.5, -0.5, -0.1], [0.7, 0.5, 0.2], [-0.4, -0.2, 0.6], [0.5, 0.6, -0.2], [-0.1, 0.0, 0.2], [0.1, 0.2, 0.1], [-0.1, -0.2, -0.1], [0.2, 0.1, 0.0], [-0.2, -0.1, 0.8], [0.0, 0.0, 0.0], [0.0, 0.0, 0.0], [0.0, 0.0, 0.0], [-0.1, 0.0, 0.0], [0.0, 0.0, 0.0], [0.0, 0.0, 0.0], [0.0, 0.0, 0.0], [-0.1, -0.1, 0.0], [0.0, -0.1, -0.1], [0.0, 0.0, 0.0], [0.0, 0.0, 0.1], [0.0, 0.1, 0.0], [0.0, 0.0, 0.0], [-0.1, 0.0, 0.0], [0.1, 0.0, 0.0], [-0.1, -0.1, 0.0], [-0.1, -0.1, 0.0], [0.1, 0.0, 0.0], [0.4, 0.4, 0.1], [-0.1, -0.1, -0.1], [0.0, 0.0, 0.1], [0.0, 0.0, 0.0], [0.1, 0.1, 0.0], [-0.1, 0.0, 0.0], [0.0, -0.1, -0.1], [-0.1, 0.0, 0.0], [0.1, -0.1, 0.0], [-0.1, 0.0, 0.0], [0.1, 0.1, 0.0], [-0.2, 0.0, 0.0], [0.1, -0.1, 0.1], [0.0, 0.0, 0.0], [0.0, 0.0, 0.0], [0.0, -0.1, 0.0], [-0.1, 0.1, 0.0], [0.0, 0.0, 0.0], [0.1, 0.0, -0.1], [0.0, 0.0, 0.1], [-0.1, 0.0, 0.0], [0.0, 0.0, 0.0], [0.0, 0.0, 0.0], [0.0, 0.0, 0.0], [0.0, 0.0, 0.0], [0.0, 0.0, 0.1], [0.0, 0.0, 0.0], [0.0, 0.0, 0.0], [0.0, 0.0, 0.0], [0.0, 0.0, -0.1], [0.0, 0.0, 0.0], [0.0, 0.0, 0.0], [0.0, 0.0, 0.0], [-0.2, 0.0, 0.0], [0.0, -0.3, 0.0], [-0.1, 0.1, 0.2], [-0.1, 0.0, -0.1], [0.1, -0.1, -0.1], [0.0, 0.0, 0.0], [0.0, 0.0, 0.0], [0.1, 0.0, 0.1], [0.0, 0.1, 0.0], [0.0, -0.1, 0.4], [0.0, 0.0, 0.0], [0.0, 0.0, 0.0], [0.0, 0.0, 0.0], [0.0, 0.0, 0.0], [0.0, 0.0, 0.0], [0.0, 0.0, -0.1], [0.0, 0.0, 0.0], [0.0, 0.0, 0.1], [0.0, 0.0, 0.0], [0.0, 0.0, 0.0], [0.0, 0.0, 0.0], [0.0, 0.0, 0.0]]
}